69
Properties=species:S:1:pos:R:3:lowdin_spin:R:1 method="wB97M-V/def2-TZVPD" s2=1.227 multiplicity=2 lumo_energy_ev="-5.273 / -4.007" e_tot_ha=-4547.174217 charge=+1 orbital_gap_ev="4.933 / 6.267" de_lowest_kj_mol=187.67
V -0.243 -0.092 0.232 1.54
Cl -6.383 -1.052 -2.178 -0.02
Cl -5.973 2.045 -2.465 -0.01
S 0.953 1.717 3.678 0.00
F 0.054 -1.687 7.063 0.00
F -1.993 -2.958 6.237 0.00
F 1.224 0.249 6.041 0.00
F -2.748 -3.103 3.734 0.00
F -1.986 -1.828 1.834 0.00
O -1.713 -3.347 -1.466 -0.02
O -0.960 3.153 -2.003 -0.06
N 0.905 -0.996 -1.477 -0.01
N -1.446 -1.181 -0.684 -0.07
N 1.199 1.342 0.114 0.00
N -1.043 0.683 1.767 -0.02
N 0.839 -1.473 1.459 0.01
N -1.139 1.155 -0.840 -0.13
C -0.522 2.308 -1.261 -0.02
C -1.388 -2.193 5.332 0.00
C 2.715 -2.944 1.751 0.00
C -1.045 -2.371 -1.237 -0.01
C 0.840 2.400 -0.631 0.01
C -2.868 1.703 3.689 0.00
C 0.236 -0.252 5.296 0.00
C -0.361 -1.328 5.856 0.00
C 0.235 -2.076 2.504 0.01
C -1.753 -2.296 4.055 0.00
C 2.828 3.588 -0.086 0.00
C -1.151 -1.550 2.891 0.00
C 0.389 -2.219 -1.684 0.00
C -2.316 2.545 2.677 -0.01
C -3.856 -1.159 -1.326 0.01
C 2.271 -2.898 -2.969 0.00
C 3.212 2.495 0.675 0.00
C -1.147 0.011 3.079 0.00
C 2.788 -1.622 -2.799 0.00
C -2.437 0.824 -1.160 -0.04
C -2.369 0.472 3.860 -0.01
C 2.078 -0.706 -2.038 0.00
C 2.057 -1.914 1.113 0.01
C 0.023 0.413 4.030 0.00
C 1.040 -3.202 -2.405 0.00
C 2.077 -3.585 2.797 0.01
C 2.367 1.400 0.757 0.01
C -1.484 1.986 1.774 0.00
C 1.611 3.539 -0.750 0.00
C -2.643 -0.575 -0.998 -0.07
C 0.819 -3.141 3.171 0.00
C -3.472 1.632 -1.627 -0.02
C -4.688 1.049 -1.920 -0.03
C -4.879 -0.343 -1.778 -0.07
H 3.460 4.463 -0.152 0.00
H 2.460 0.296 -1.886 0.00
H 4.142 2.491 1.224 0.00
H -2.795 -0.199 4.587 0.00
H -4.002 -2.224 -1.222 0.00
H 1.242 4.359 -1.351 0.00
H 0.561 -4.162 -2.534 0.00
H -3.701 2.045 4.289 0.00
H -2.638 3.569 2.559 0.00
H -3.330 2.692 -1.769 0.00
H 2.536 -1.422 0.279 0.00
H 0.298 -3.634 3.975 0.00
H 2.548 -4.410 3.313 0.00
H 3.727 -1.332 -3.250 0.00
H 3.696 -3.246 1.413 0.00
H 2.805 -3.636 -3.553 0.00
H 2.642 0.558 1.374 0.00
H -1.165 2.606 0.955 0.00

=====

64
Properties=species:S:1:pos:R:3:lowdin_spin:R:1 method="wB97M-V/def2-TZVPD" s2=6.048 multiplicity=5 lumo_energy_ev="-7.330 / -9.585" e_tot_ha=-7246.234664 charge=+2 orbital_gap_ev="5.971 / 3.718" de_lowest_kj_mol=694.78
Os -0.108 -0.055 0.231 1.32
I -0.153 0.939 4.468 0.12
Br -5.795 -5.033 -0.361 0.00
As 0.427 2.990 -0.065 0.12
Cl -2.431 5.898 1.130 0.01
O 0.592 1.130 -0.961 0.49
O -0.528 -1.651 1.250 0.13
O -1.117 -2.219 -0.762 0.01
N -1.790 1.075 0.082 0.01
C -3.050 0.662 0.255 0.02
C 0.000 3.520 2.787 0.05
C 2.602 4.113 -1.240 0.01
C 4.620 3.251 0.500 0.00
C 4.915 4.074 -0.581 0.00
C -3.403 -3.628 0.212 0.00
C -1.396 4.146 3.140 0.03
C -0.910 5.130 -3.457 0.00
C -1.622 4.394 1.597 0.05
C 1.436 4.523 -2.064 0.01
C 1.490 5.305 -3.212 0.00
C 3.920 4.510 -1.445 0.00
C -1.466 2.352 0.305 0.11
C 0.297 1.398 1.541 0.39
C -4.471 -4.309 0.765 0.00
C -2.306 3.215 0.952 0.03
C -1.183 5.402 3.891 0.29
C -1.327 -2.350 0.440 0.02
C 0.321 5.601 -3.898 0.00
C -4.572 -4.469 2.142 0.00
C -2.434 -3.089 1.058 0.00
C -0.982 4.347 -2.313 0.00
C -0.258 6.392 3.600 0.10
C -4.014 1.555 0.709 0.01
C 2.333 3.280 -0.151 0.07
C 0.071 2.007 2.680 0.08
C 0.636 5.552 1.433 0.28
C 0.187 4.067 -1.629 0.04
C -3.635 2.824 1.122 0.01
C -0.063 4.259 1.405 0.03
C 3.310 2.848 0.725 0.01
C -3.596 -3.936 2.974 0.00
C -2.525 -3.240 2.440 0.00
C 0.584 6.465 2.475 0.11
H 1.232 5.826 0.566 0.01
H 0.801 3.849 3.450 0.00
H -1.940 3.968 -1.974 0.00
H 2.437 5.673 -3.585 0.00
H -1.809 5.363 -4.011 0.00
H -5.407 -5.015 2.558 0.00
H 5.410 2.918 1.159 0.00
H 4.177 5.154 -2.275 0.00
H -1.753 -2.836 3.079 0.00
H -3.306 -3.516 -0.860 0.00
H -0.213 7.225 4.291 0.00
H -2.127 3.508 3.634 0.00
H -3.672 -4.080 4.043 0.00
H 1.202 7.351 2.386 0.00
H -1.794 5.557 4.773 0.01
H 5.938 4.380 -0.754 0.00
H -5.033 1.214 0.819 0.00
H 0.370 6.201 -4.797 0.00
H -3.266 -0.383 0.070 0.00
H 3.070 2.192 1.554 0.00
H -4.356 3.481 1.594 0.00

=====

73
Properties=species:S:1:pos:R:3:lowdin_charge:R:1 method="wB97M-V/def2-TZVPD" lumo_energy_ev="-2.034 / -2.102" e_tot_ha=-8216.657747 orbital_gap_ev="6.345 / 6.284" de_lowest_kj_mol=169.13
Ir 0.372 2.476 -0.081 1.56
Br 0.100 9.464 0.282 0.79
Br -3.553 5.310 1.354 0.81
S 2.767 1.051 -0.129 0.51
P 0.899 -1.766 -0.222 1.15
O -5.753 -2.453 2.204 0.10
O -3.975 -1.614 3.087 0.09
O -5.311 -0.556 -3.649 0.09
O 3.879 1.958 -0.037 -0.30
O -6.746 -1.602 -2.430 0.09
O 1.899 1.026 1.067 -0.35
O 1.804 1.418 -1.230 -0.44
O -0.779 0.865 0.302 -0.17
O -1.623 1.959 -1.393 0.03
O -1.047 3.554 0.773 -0.22
N -4.733 -1.801 2.159 -0.34
N 1.270 4.321 -0.260 -0.05
N -5.699 -1.017 -2.599 -0.35
C -4.396 -1.153 0.867 -0.10
C -3.744 0.035 -1.526 0.10
C -0.324 -5.677 -2.384 -0.09
C 4.814 -0.493 -0.828 -0.05
C 1.870 -3.050 2.162 -0.09
C -1.518 7.187 0.721 -0.16
C 1.754 -3.366 3.506 -0.08
C -2.947 0.234 -0.406 -0.08
C -0.155 -1.775 2.294 -0.09
C 2.070 6.971 -0.320 -0.01
C -1.727 1.079 -0.523 -0.59
C 0.742 6.666 0.056 -0.18
C 0.910 -2.258 1.538 -0.38
C 0.449 -3.401 -2.431 -0.11
C 0.397 5.309 0.125 -0.13
C -5.217 -1.389 -0.217 0.10
C 0.469 -3.357 -1.035 -0.39
C -4.856 -0.776 -1.401 -0.10
C 0.066 -4.551 -3.099 -0.09
C 5.477 -1.656 -1.185 -0.06
C -0.324 -5.642 -0.999 -0.08
C 2.720 -1.706 -0.593 -0.31
C 4.771 -2.847 -1.245 -0.05
C 0.673 -2.898 4.243 -0.08
C 3.416 -2.859 -0.952 -0.09
C 2.943 5.967 -0.620 -0.01
C 0.070 -4.489 -0.329 -0.08
C -1.821 5.815 0.827 -0.60
C 2.503 4.630 -0.597 -0.07
C -0.286 -2.103 3.636 -0.07
C 3.452 -0.523 -0.535 -0.27
C -3.271 -0.357 0.807 0.08
C -0.269 7.609 0.370 -0.62
C -0.866 4.853 0.596 -0.38
H 0.739 -2.525 -3.002 0.11
H -2.661 -0.192 1.681 0.12
H 2.875 -3.794 -1.019 0.11
H -3.499 0.499 -2.469 0.14
H 2.713 -3.430 1.597 0.10
H -0.636 -6.572 -2.906 0.10
H 5.270 -3.767 -1.519 0.11
H 3.968 6.167 -0.895 0.12
H 2.381 8.006 -0.362 0.09
H 6.534 -1.624 -1.408 0.11
H 0.062 -4.569 -4.181 0.10
H 2.509 -3.979 3.982 0.10
H -2.295 7.906 0.938 0.10
H -0.627 -6.513 -0.433 0.10
H -0.876 -1.124 1.820 0.06
H 0.582 -3.147 5.293 0.10
H -6.092 -2.015 -0.144 0.14
H -1.131 -1.731 4.202 0.10
H 0.069 -4.476 0.752 0.10
H 3.154 3.815 -0.875 0.10
H 5.347 0.442 -0.769 0.11

=====

69
Properties=species:S:1:pos:R:3:lowdin_charge:R:1 method="wB97M-V/def2-TZVPD" lumo_energy_ev=-8.314 e_tot_ha=-7716.204341 charge=+2 orbital_gap_ev=5.777 de_lowest_kj_mol=37.60
W 0.263 -0.789 0.982 1.03
Br -5.925 -0.809 -2.976 0.83
As 1.975 0.902 -0.077 1.27
S 1.752 -0.560 2.733 0.69
S 0.738 -1.737 -1.088 0.80
S 0.464 -2.955 1.802 0.76
O -0.298 1.330 1.913 -0.32
O -1.399 0.031 -0.059 -0.15
O -1.640 -0.887 1.853 -0.14
N -4.919 -5.728 0.571 0.24
N -4.503 -4.210 -3.100 0.24
C -0.731 -3.343 0.622 -0.63
C 4.465 1.917 0.996 -0.07
C -0.604 -2.778 -0.666 -0.61
C 3.742 1.139 -3.840 -0.05
C 0.751 4.887 0.164 -0.04
C 1.045 2.557 -0.362 -0.40
C -4.043 -0.620 -0.873 -0.05
C -5.302 -1.067 -1.229 -0.68
C -3.585 -0.867 0.426 -0.15
C -4.381 -1.521 1.371 0.01
C -6.098 -1.730 -0.296 -0.06
C -2.222 -0.532 0.754 -0.51
C -2.779 -4.413 -0.030 -0.14
C -1.586 -3.051 -1.650 -0.01
C -3.955 -5.170 0.296 -0.15
C -0.015 2.620 -1.268 -0.11
C 3.560 -0.765 -1.816 -0.16
C 3.320 1.162 1.228 -0.40
C -0.680 3.823 -1.456 -0.04
C -2.652 -3.850 -1.335 -0.14
C 5.209 1.395 3.225 -0.03
C 2.986 1.414 -2.706 -0.08
C -0.298 4.952 -0.743 -0.04
C -1.833 -4.174 0.930 0.00
C 5.408 2.035 2.008 -0.03
C 1.428 3.689 0.362 -0.08
C -5.644 -1.947 1.000 -0.03
C 4.078 0.621 3.450 -0.08
C -3.685 -4.068 -2.307 -0.15
C 4.306 -1.028 -2.952 -0.05
C -0.824 1.623 3.225 -0.05
C 3.135 0.505 2.433 -0.59
C 4.393 -0.077 -3.962 -0.04
C 2.895 0.455 -1.697 -0.41
H -0.320 1.750 -1.837 0.11
H -0.302 2.482 3.640 0.10
H -1.894 1.812 3.165 0.10
H 2.485 2.370 -2.627 0.10
H 3.946 0.110 4.394 0.12
H 6.303 2.620 1.846 0.12
H 4.978 -0.286 -4.848 0.12
H 3.525 -1.509 -1.026 0.09
H -0.379 2.078 1.306 0.08
H -1.951 -4.581 1.924 0.15
H -0.642 0.751 3.847 0.08
H -0.819 5.887 -0.896 0.12
H 4.633 2.409 0.045 0.12
H -1.494 3.881 -2.166 0.12
H -1.512 -2.611 -2.636 0.14
H -6.276 -2.463 1.708 0.13
H 4.826 -1.971 -3.048 0.12
H -7.077 -2.083 -0.592 0.12
H 3.820 1.881 -4.624 0.12
H 2.244 3.654 1.073 0.11
H 5.950 1.488 4.007 0.13
H -4.002 -1.701 2.368 0.13
H -3.410 -0.118 -1.592 0.12
H 1.052 5.767 0.715 0.12

=====

66
Properties=species:S:1:pos:R:3:lowdin_charge:R:1 method="wB97M-V/def2-TZVPD" lumo_energy_ev=-7.350 e_tot_ha=-2399.027302 charge=+2 orbital_gap_ev=7.030 de_lowest_kj_mol=0.00
Au -0.262 1.479 -0.037 0.81
I -1.715 1.398 -2.195 1.30
P -0.894 -0.770 0.161 0.97
O 2.131 0.611 3.230 0.16
O 0.578 2.930 3.644 0.17
N 0.566 1.515 1.811 -0.04
N 2.258 0.837 -0.299 0.05
N -0.129 3.584 0.261 -0.05
C 1.402 -2.834 3.518 -0.03
C -4.919 -1.357 0.254 -0.04
C 0.221 -0.704 -5.378 -0.03
C -0.001 5.187 2.009 0.05
C 0.033 3.887 1.554 -0.17
C -0.254 -4.113 -1.975 -0.02
C -0.628 -0.074 -3.224 -0.56
C -0.335 5.886 -0.255 -0.01
C 0.162 -2.270 3.782 -0.03
C 1.780 0.840 2.112 -0.43
C -0.306 0.267 -4.508 -0.14
C 0.391 2.747 2.480 -0.42
C 1.939 -2.782 2.236 -0.04
C -0.581 -3.140 -1.016 -0.07
C 0.339 -1.988 -4.935 0.01
C 1.243 -2.155 1.221 -0.11
C 3.955 0.052 1.187 0.02
C -0.010 -1.590 1.484 -0.37
C 4.330 0.048 -1.173 -0.03
C -4.395 0.347 1.876 -0.05
C 4.789 -0.205 0.111 -0.02
C 3.056 0.571 -1.332 -0.12
C 0.003 -2.347 -3.606 -0.14
C -2.641 -0.654 0.570 -0.41
C -3.056 0.257 1.545 -0.12
C -0.442 -1.371 -2.672 -0.20
C 2.694 0.564 0.930 -0.22
C -0.189 6.204 1.086 0.01
C -5.327 -0.458 1.229 -0.04
C -0.550 -1.650 2.768 -0.05
C -3.576 -1.457 -0.080 -0.07
C -0.308 4.559 -0.637 -0.11
C -0.655 -1.794 -1.316 -0.30
C 0.083 -3.711 -3.231 0.02
H 1.667 -2.118 0.224 0.12
H -3.265 -2.161 -0.840 0.11
H 0.482 -0.434 -6.391 0.13
H 2.669 0.802 -2.317 0.11
H 0.403 -4.432 -3.973 0.13
H 0.141 5.369 3.066 0.14
H -4.715 1.043 2.639 0.12
H -0.470 6.652 -1.004 0.13
H 4.950 -0.140 -2.038 0.12
H 2.903 -3.227 2.031 0.12
H -0.228 -5.156 -1.695 0.13
H -1.522 -1.227 2.981 0.11
H -0.427 4.263 -1.670 0.09
H -5.644 -1.983 -0.246 0.12
H -6.374 -0.383 1.487 0.12
H -0.212 7.237 1.407 0.13
H 1.950 -3.321 4.312 0.12
H -0.750 -3.471 0.000 0.12
H 4.250 -0.134 2.210 0.13
H -0.475 1.270 -4.876 0.10
H -2.331 0.883 2.056 0.10
H -0.255 -2.314 4.778 0.12
H 5.784 -0.598 0.270 0.12
H 0.687 -2.767 -5.601 0.13

=====

66
Properties=species:S:1:pos:R:3:lowdin_spin:R:1 method="wB97M-V/def2-TZVPD" s2=0.755 multiplicity=2 lumo_energy_ev="4.418 / 4.418" e_tot_ha=-3880.310481 charge=-2 orbital_gap_ev="4.746 / 5.022" de_lowest_kj_mol=0.00
Ti -0.615 0.599 0.428 0.93
S -2.075 1.320 -1.696 0.00
S -0.320 -0.296 3.024 0.00
S -2.948 -1.735 3.661 0.00
P 1.817 0.111 -0.182 0.02
O 0.379 2.029 0.427 -0.04
N -2.509 -0.318 1.542 0.01
N -2.054 2.449 0.663 0.01
C -4.661 -0.510 0.372 0.00
C -4.238 -1.579 2.505 0.00
C -0.276 -1.749 -0.220 0.00
C -5.520 -2.109 2.526 0.00
C 3.008 1.520 1.878 0.00
C -5.939 -1.042 0.399 0.00
C 3.003 0.068 -4.158 0.00
C 1.000 -2.432 -0.213 0.00
C -3.798 -0.779 1.435 0.00
C 4.051 2.114 2.575 0.00
C -1.359 -2.587 -0.432 0.01
C -3.183 4.439 1.322 0.00
C -2.413 2.630 -0.622 0.00
C 2.815 -0.322 -2.836 0.00
C 4.519 0.983 0.092 0.00
C -1.916 -0.702 2.646 0.01
C 1.115 -3.849 -0.293 0.00
C -3.381 4.750 -0.026 0.00
C 5.331 2.142 2.036 0.00
C -3.022 3.848 -1.002 0.00
C 2.532 1.296 -4.596 0.00
C 2.393 -4.458 -0.184 0.00
C -2.548 3.240 1.604 0.00
C 3.522 -3.707 -0.018 0.00
C 3.437 -2.297 -0.002 0.00
C 2.153 0.513 -1.940 0.01
C 2.221 -1.673 -0.117 0.00
C -6.371 -1.836 1.464 0.00
C 1.858 2.130 -3.709 0.00
C -0.055 -4.623 -0.478 0.01
C -1.264 -3.991 -0.570 0.00
C 1.661 1.742 -2.393 0.00
C 5.564 1.580 0.788 0.00
C 3.239 0.929 0.636 0.00
H -6.614 -0.841 -0.425 0.00
H 1.106 2.353 -1.686 0.00
H 3.859 2.573 3.539 0.00
H 2.455 -5.542 -0.230 0.00
H -2.367 2.925 2.628 0.00
H -4.298 0.097 -0.450 0.00
H 0.027 -5.705 -0.541 0.00
H 3.513 -0.597 -4.847 0.00
H 6.557 1.612 0.353 0.00
H 4.344 -1.709 0.093 0.00
H -2.168 -4.577 -0.717 0.00
H 1.991 1.534 2.251 0.00
H -3.243 4.018 -2.047 0.00
H 4.699 0.565 -0.892 0.00
H -5.850 -2.726 3.353 0.00
H 6.143 2.613 2.581 0.00
H -2.359 -2.160 -0.470 0.00
H 4.490 -4.190 0.079 0.00
H -3.851 5.689 -0.304 0.00
H 2.674 1.597 -5.628 0.00
H -3.521 5.089 2.117 0.00
H 1.461 3.078 -4.052 0.00
H 3.173 -1.289 -2.500 0.00
H -7.375 -2.244 1.462 0.00

=====

73
Properties=species:S:1:pos:R:3:lowdin_charge:R:1 method="wB97M-V/def2-TZVPD" lumo_energy_ev="0.121 / 0.121" e_tot_ha=-6816.841049 charge=-1 orbital_gap_ev="4.736 / 4.740" de_lowest_kj_mol=255.64
Br -1.918 4.354 -3.024 0.78
Co -1.119 0.173 0.857 0.48
Cl 6.107 -0.916 -2.474 0.64
S -2.598 -0.431 -1.027 0.86
O -0.861 -1.671 1.387 -0.10
O 2.169 -2.247 1.663 -0.04
O 1.818 -0.187 -1.904 0.05
O -1.197 2.007 0.645 -0.13
O -2.266 3.707 -0.285 -0.01
O 0.314 -0.058 -0.317 -0.09
O -0.365 -3.095 -0.266 0.06
N -2.507 0.438 2.155 0.04
N -2.120 0.753 3.360 0.16
N 0.106 0.543 2.749 0.15
C 0.323 -1.780 -3.488 -0.03
C -1.809 -2.480 -4.313 -0.11
C -2.416 -1.872 -3.240 -0.14
C 4.788 -0.566 -0.146 -0.11
C -0.133 3.108 -1.145 -0.15
C 2.209 2.739 -1.586 -0.08
C 0.855 0.890 5.394 -0.06
C -6.019 2.406 1.023 -0.08
C -0.268 -1.144 -2.401 -0.14
C 3.229 -2.883 -0.510 -0.18
C -3.865 2.435 2.070 -0.02
C 2.047 3.244 -2.865 -0.08
C -5.857 1.059 0.736 -0.08
C -1.662 -1.195 -2.268 -0.58
C -0.265 3.656 -2.413 -0.59
C 1.123 2.668 -0.736 -0.03
C -5.016 3.091 1.692 -0.07
C 1.816 0.762 4.384 -0.02
C 1.378 0.587 3.082 -0.08
C -3.685 1.081 1.766 -0.27
C 1.036 -3.092 1.685 -0.08
C -0.474 0.843 5.067 0.01
C -0.844 0.677 3.710 -0.30
C -0.427 -2.439 -4.441 -0.10
C -1.314 2.953 -0.215 -0.59
C 4.181 -2.485 -1.443 -0.08
C 4.933 -1.342 -1.279 -0.69
C 2.524 -4.181 -0.764 -0.03
C -4.699 0.395 1.098 -0.07
C 0.688 -0.415 -1.485 -0.55
C -0.165 -2.568 0.817 -0.58
C 3.845 -0.947 0.781 -0.01
C 3.022 -2.067 0.612 -0.21
C 0.815 3.716 -3.279 -0.14
H 1.159 1.032 6.423 0.11
H 3.174 2.383 -1.263 0.10
H -4.573 -0.653 0.883 0.08
H -6.643 0.516 0.229 0.10
H 0.719 -3.085 2.733 0.13
H 2.074 0.485 2.262 0.10
H -2.414 -2.996 -5.046 0.09
H 4.341 -3.101 -2.316 0.11
H 0.684 4.132 -4.268 0.09
H 2.870 0.797 4.612 0.11
H 2.896 -4.623 -1.686 0.08
H 2.882 3.273 -3.548 0.10
H -5.125 4.144 1.910 0.11
H 1.273 -4.116 1.385 0.10
H 0.060 -2.915 -5.282 0.09
H -1.263 0.943 5.797 0.11
H 1.400 -1.723 -3.560 0.11
H -3.071 2.964 2.576 0.12
H 5.390 0.317 0.004 0.10
H 1.223 2.256 0.255 0.11
H -6.926 2.921 0.738 0.10
H 2.718 -4.888 0.043 0.08
H -3.489 -1.891 -3.123 0.09
H 1.450 -4.026 -0.864 0.07
H 3.733 -0.369 1.683 0.09

=====

Number 1: molar mass 791.5 g/mol. Number 2: molar mass 999.0 g/mol. Number 3: molar mass 1046.6 g/mol. Number 4: molar mass 943.4 g/mol. Number 5: molar mass 861.4 g/mol. Number 6: molar mass 651.6 g/mol. Number 7: molar mass 793.9 g/mol.